Record 1
50
Properties=species:S:1:pos:R:3:forces:R:3:lowdin_charge:R:1 method="wB97M-V/def2-TZVPD" orbital_gap_ev="6.5882 / 4.2155" total_energy_ha=-4355.1774 spin_multiplicity=6 s2=8.835 total_charge=+3
Ir 9.5562 15.5234 9.2126 0.524 0.005 1.422 1.544
C 14.6044 14.6075 6.7143 3.404 -0.109 0.762 0.034
C 14.8783 14.6595 8.1681 -0.253 -1.090 -0.847 0.062
C 13.8170 14.5812 9.0250 -0.339 -0.318 -0.554 0.003
C 12.4914 14.5951 8.4803 -0.931 1.651 1.157 -0.143
C 12.2719 14.7803 7.0593 0.499 -0.543 -0.013 0.067
C 13.3776 14.6757 6.1869 -4.090 0.961 -0.303 -0.029
N 11.3766 14.7371 9.3869 0.924 -0.595 0.876 -0.165
N 11.7890 14.4791 10.7904 -1.224 0.674 -1.232 0.139
C 10.8768 14.8742 11.6737 -0.925 1.458 -0.580 -0.292
C 11.1298 14.9201 13.0762 -0.415 -0.193 -1.122 0.074
C 10.1196 15.2904 13.9239 -1.479 0.847 -0.290 0.033
C 8.9062 15.7894 13.3753 0.132 -0.348 1.130 0.016
C 8.6672 15.8852 12.0134 1.037 0.146 0.005 -0.057
N 9.6655 15.4668 11.1925 0.195 -0.982 0.239 -0.132
H 15.4586 14.5060 6.0155 -0.446 0.169 0.682 0.154
H 15.9253 14.5662 8.5175 -0.823 0.373 -0.234 0.152
H 13.9179 14.4798 10.0885 0.242 0.104 0.125 0.109
H 11.2489 14.9728 6.7124 0.561 -0.177 -0.012 0.101
H 13.1440 14.8044 5.1163 0.587 -0.352 0.593 0.151
H 12.1283 14.7448 13.3598 0.919 -0.602 0.656 0.128
H 10.1778 15.3107 15.0115 0.465 -0.091 -0.296 0.146
H 8.1549 16.1503 14.0702 -0.008 -0.051 -0.155 0.135
H 7.7368 16.3959 11.6443 1.200 -0.780 -0.014 0.150
F 6.8532 15.9727 6.7080 -0.121 0.064 0.316 -0.303
Te 7.8926 17.3453 7.3342 1.318 0.899 -2.302 1.922
F 6.4243 18.3274 7.7990 0.190 -0.449 -0.430 -0.268
F 8.9008 18.7196 8.0047 0.069 0.003 0.048 -0.307
F 7.7945 16.6923 9.2099 0.141 -0.722 0.216 -0.467
F 8.2182 17.9318 5.5819 -0.500 -0.588 1.834 -0.282
O 9.4471 16.1796 7.4468 -0.707 0.811 -1.675 -0.682
C 6.2673 9.7139 8.2850 1.176 -0.733 -0.359 0.002
N 5.6552 9.8106 9.5800 -0.014 -2.612 0.289 -0.059
C 5.3129 10.9046 10.2150 -0.794 0.804 2.143 -0.747
Se 5.5964 12.6379 9.7594 -0.022 0.251 -0.128 0.885
N 4.7298 10.5128 11.4078 -0.535 0.583 0.589 0.139
C 4.6635 9.1555 11.5144 0.948 0.125 -1.017 -0.157
C 4.1841 8.2697 12.4659 -0.592 -0.452 0.259 0.034
C 4.2001 6.9246 12.1494 0.400 0.960 0.171 -0.004
C 4.7722 6.4477 10.9646 0.370 0.667 -0.994 -0.015
C 5.3252 7.3046 10.0396 0.159 0.704 -0.456 0.036
C 5.2763 8.6854 10.3420 0.023 -0.315 -1.041 -0.089
H 6.8381 10.5864 8.0481 0.390 0.611 0.240 0.064
H 5.5331 9.6516 7.5228 -0.865 -0.373 -0.660 0.108
H 6.9490 8.8414 8.2375 -0.548 0.473 0.150 0.124
H 4.2980 11.1176 12.1107 0.409 0.120 -0.660 0.183
H 3.7481 8.6199 13.3840 -0.115 0.037 0.209 0.129
H 3.8010 6.2156 12.8288 -0.364 -0.433 0.601 0.122
H 4.7595 5.4114 10.7138 -0.065 -0.605 0.133 0.124
H 5.7207 6.9621 9.0769 -0.108 0.015 0.532 0.131

=====

Record 2
13
Properties=species:S:1:pos:R:3:forces:R:3:lowdin_charge:R:1 method="wB97M-V/def2-TZVPD" orbital_gap_ev=8.1894 total_energy_ha=-270.1315 spin_multiplicity=1 smiles="C=C1C=CC#CC1" e_above_lowest_kcal_mol=65.64
C -2.5553 -0.1260 -0.1462 0.073 -3.280 0.428 -0.032
C -1.9906 -1.2165 -0.0009 -4.055 3.021 -0.313 -0.064
C -2.1416 1.2215 0.0132 3.240 -1.841 -0.220 -0.064
C -0.7522 1.0931 0.1238 -0.025 3.464 -0.522 -0.073
C 0.1140 -0.1132 0.0554 -0.101 -0.816 0.141 -0.248
C 1.4452 0.0648 -0.1462 0.502 -0.386 0.755 0.030
C -0.6466 -1.5498 0.1180 3.483 -0.131 0.943 -0.160
H -2.7640 2.0456 -0.1991 -0.062 1.129 0.234 0.080
H -0.1009 2.0568 0.0668 -1.395 -1.591 0.286 0.130
H 2.2386 -0.7907 -0.2495 -1.831 1.759 0.165 0.100
H 1.8067 1.1300 -0.0317 -0.098 -1.501 -0.479 0.068
H -0.3793 -2.1568 1.0394 -0.183 0.817 -0.962 0.134
H -0.3058 -2.0938 -0.7386 0.450 -0.646 -0.456 0.100

=====

Record 3
57
Properties=species:S:1:pos:R:3:forces:R:3:lowdin_charge:R:1 method="wB97M-V/def2-TZVPD" orbital_gap_ev=6.3278 total_energy_ha=-2073.3530 spin_multiplicity=1 total_charge=-1 e_above_lowest_kcal_mol=0.29
Cs -0.2554 1.8135 -0.9341 1.053 1.478 -1.735 1.201
N -1.3647 6.7226 -1.7313 -0.336 0.079 -0.034 0.009
C -0.7515 5.5064 -1.9506 0.017 -0.003 -0.174 -0.987
S -1.7257 4.2736 -2.6500 0.086 0.246 0.062 0.325
N 0.5345 5.5606 -1.6632 0.251 -0.258 0.147 -0.070
N 1.2291 4.3863 -1.6611 0.082 0.475 -0.325 -0.093
C 2.4943 4.5449 -1.7900 -0.120 -0.028 0.035 -0.141
C 3.4657 3.4444 -1.6890 -0.119 0.197 -0.073 -0.271
C 4.8239 3.7643 -1.7681 -0.024 0.031 -0.018 -0.048
C 5.7644 2.7610 -1.6625 0.071 -0.076 0.016 -0.090
C 5.3319 1.4574 -1.4790 0.003 -0.012 -0.013 -0.078
C 3.9637 1.2282 -1.4167 0.128 -0.086 -0.014 -0.141
N 3.0528 2.1821 -1.5193 -0.305 0.241 0.032 0.086
H -2.3718 6.6880 -1.7063 0.168 0.029 0.003 0.048
H -0.8918 7.3308 -1.0817 -0.024 -0.007 -0.003 0.068
H 2.8918 5.5497 -1.9721 0.011 -0.116 0.117 0.103
H 5.1202 4.7950 -1.9080 0.003 0.035 -0.005 0.101
H 6.8207 2.9929 -1.7201 0.019 -0.010 -0.001 0.098
H 6.0254 0.6342 -1.3905 0.036 -0.039 0.008 0.094
H 3.5770 0.2262 -1.2819 -0.011 -0.146 0.025 0.064
C -0.9501 1.1455 3.6387 0.083 0.021 0.029 -0.021
C -1.0188 0.6217 2.2140 -0.165 -0.135 0.034 -0.426
O -0.1011 0.9101 1.4539 0.110 -0.492 1.442 -0.242
C -2.1746 -0.1826 1.8172 -0.002 0.032 -0.124 -0.122
C -3.0973 -0.6008 2.7895 0.037 0.025 0.176 -0.077
C -4.1876 -1.3836 2.5088 -0.021 -0.029 0.011 -0.127
C -4.4041 -1.7634 1.1734 -0.114 -0.052 0.034 -0.112
C -3.5534 -1.3708 0.1836 0.097 -0.064 -0.071 -0.036
C -2.3835 -0.5680 0.4354 -0.009 -0.108 0.185 -0.432
O -1.6164 -0.2481 -0.5058 -0.830 -1.367 0.097 -0.370
H -0.0671 1.7751 3.7202 -0.015 -0.006 0.007 0.080
H -0.8765 0.3290 4.3565 0.027 -0.056 0.048 0.076
H -1.8388 1.7222 3.8908 -0.044 0.042 0.005 0.083
H -2.9331 -0.3071 3.8169 -0.010 0.030 0.082 0.094
H -4.8660 -1.6906 3.2905 -0.045 -0.018 0.055 0.083
H -5.2684 -2.3675 0.9220 -0.039 -0.032 -0.002 0.095
H -3.7337 -1.6425 -0.8491 0.002 -0.013 -0.056 0.104
C 0.0935 -4.4930 2.2425 0.023 -0.043 0.049 -0.081
C 0.0955 -2.9864 2.0390 -0.142 0.133 0.092 -0.241
N 0.9812 -2.5572 0.9821 0.423 0.146 -0.145 -0.007
C 0.8033 -2.7186 -0.3468 0.207 0.202 0.020 -0.857
S 2.0694 -2.4061 -1.4099 0.327 0.050 0.076 0.593
N -0.4054 -3.1390 -0.7490 -0.109 -0.037 0.187 0.007
C -0.8113 -3.1345 -2.1380 0.000 0.119 -0.310 -0.278
C -1.5265 -4.4217 -2.4999 0.002 0.027 0.026 -0.088
H -0.5689 -4.7575 3.0645 -0.069 -0.053 0.077 0.070
H 1.0958 -4.8545 2.4731 0.030 0.007 0.015 0.073
H -0.2499 -5.0065 1.3475 -0.030 -0.028 -0.083 0.065
H 0.4332 -2.4790 2.9438 -0.027 -0.025 0.018 0.121
H -0.9181 -2.6141 1.8667 -0.019 0.002 -0.021 0.099
H 1.8940 -2.1963 1.2262 -0.256 -0.124 -0.098 0.116
H -1.1632 -2.9748 -0.1027 -0.070 -0.017 0.093 0.114
H 0.0917 -2.9975 -2.7396 -0.232 -0.069 0.119 0.051
H -1.4491 -2.2606 -2.2966 -0.016 -0.011 -0.045 0.111
H -0.8655 -5.2781 -2.3802 0.068 -0.064 0.015 0.070
H -1.8619 -4.3870 -3.5324 -0.054 -0.004 -0.165 0.067
H -2.4016 -4.5784 -1.8712 -0.107 -0.015 0.078 0.065

=====

Record 4
81
Properties=species:S:1:pos:R:3:forces:R:3:lowdin_charge:R:1 method="wB97M-V/def2-TZVPD" orbital_gap_ev="6.9345 / 7.9744" total_energy_ha=-2329.8078 spin_multiplicity=5 s2=6.008 total_charge=+1 e_above_lowest_kcal_mol=24.12
Ir 0.1882 0.2654 -0.1980 0.404 0.245 -0.348 1.205
C 2.2518 -0.1906 2.0659 -0.013 -0.073 0.000 -0.077
N 2.4551 0.0869 0.6312 -0.128 -0.070 0.270 -0.334
C 3.3913 1.2130 0.5112 0.055 0.044 0.121 -0.064
C 3.0301 -1.0743 -0.0649 -0.112 0.015 -0.040 -0.194
C 2.0574 -2.2260 -0.1745 -0.023 0.012 0.028 -0.192
N 0.8335 -1.9042 -0.9361 -0.093 -0.038 0.038 -0.352
C -0.1160 -3.0076 -0.7115 -0.001 0.015 -0.079 -0.086
C 1.1065 -1.8008 -2.3778 0.070 -0.003 0.002 -0.084
H 3.1611 -0.6101 2.5139 0.020 0.026 0.002 0.103
H 1.4228 -0.8809 2.2215 0.020 -0.015 -0.001 0.069
H 2.0138 0.7441 2.5707 -0.026 -0.015 -0.019 0.082
H 4.3419 0.9623 0.9975 0.006 -0.016 0.001 0.106
H 2.9727 2.1017 0.9783 0.112 -0.129 -0.045 0.069
H 3.5840 1.4234 -0.5329 0.002 0.050 -0.183 0.079
H 3.9305 -1.4214 0.4584 0.006 0.015 0.008 0.136
H 3.3433 -0.7419 -1.0553 0.009 0.000 -0.006 0.116
H 1.7404 -2.5348 0.8229 0.005 -0.035 -0.004 0.120
H 2.5641 -3.0854 -0.6314 -0.004 0.003 -0.017 0.136
H 0.3792 -3.9701 -0.8851 -0.018 -0.006 -0.033 0.103
H -0.9535 -2.9216 -1.3988 0.024 0.002 0.018 0.077
H -0.4902 -2.9643 0.3077 0.010 -0.007 0.024 0.067
H 1.4885 -2.7513 -2.7696 0.022 0.003 0.006 0.101
H 1.8303 -1.0135 -2.5779 -0.002 0.018 0.008 0.077
H 0.1848 -1.5453 -2.8966 -0.002 0.001 0.005 0.090
C 1.9013 3.0232 -2.4988 -0.058 0.166 0.020 -0.040
C 0.6885 3.2207 -1.5533 0.058 -0.101 -0.003 -0.586
C -0.2130 4.2829 -2.2177 -0.092 0.054 0.041 -0.056
C -0.0299 1.9018 -1.4790 0.007 -0.317 -0.079 -0.207
C 1.1393 3.7569 -0.1952 0.067 0.040 -0.032 -0.190
C 0.8541 3.1226 1.0076 -0.248 0.251 0.047 -0.109
C 1.2649 3.6423 2.2305 -0.067 0.039 -0.016 -0.095
C 1.9839 4.8251 2.2746 0.014 -0.012 -0.019 -0.082
C 2.2695 5.4843 1.0847 0.004 -0.022 0.009 -0.064
C 1.8455 4.9609 -0.1261 0.064 -0.060 0.031 -0.029
H 1.5435 2.9020 -3.5224 0.005 -0.020 0.003 0.090
H 2.4605 2.1332 -2.2356 0.158 -0.175 0.080 0.053
H 2.5783 3.8798 -2.4712 -0.025 -0.009 -0.040 0.082
H -0.7595 3.8431 -3.0536 0.032 0.001 -0.010 0.083
H 0.3842 5.1079 -2.6097 0.000 0.035 0.044 0.083
H -0.9354 4.6941 -1.5123 -0.028 -0.048 -0.014 0.073
H -0.5857 1.6734 -2.3881 -0.154 0.064 0.066 0.030
H 0.2839 2.1947 1.0014 -0.103 0.044 0.062 0.041
H 1.0150 3.1223 3.1481 0.007 -0.002 0.004 0.105
H 2.3121 5.2345 3.2207 -0.002 0.002 0.000 0.105
H 2.8244 6.4135 1.0998 -0.011 0.004 0.008 0.108
H 2.0736 5.5041 -1.0347 0.008 -0.015 -0.010 0.113
C -4.7592 2.6160 -0.6843 -0.079 0.068 -0.058 -0.247
S -2.9908 2.5621 -0.4303 0.287 -0.399 -0.060 0.860
C -2.9832 3.1277 1.2817 -0.052 -0.015 0.031 -0.229
O -2.6586 1.0890 -0.3908 -0.233 0.267 0.099 -0.629
H -5.2091 1.8603 -0.0412 -0.047 0.023 0.007 0.062
H -4.9502 2.3910 -1.7314 -0.016 -0.034 0.016 0.056
H -5.1303 3.6135 -0.4480 -0.006 -0.012 -0.010 0.064
H -2.7016 4.1790 1.3192 -0.049 0.006 -0.022 0.060
H -2.2263 2.5311 1.7846 0.084 0.013 0.013 0.038
H -3.9557 2.9667 1.7438 0.037 -0.024 0.059 0.055
O -1.1125 -0.8482 1.3174 -0.144 -0.079 -0.175 -0.640
S -2.5606 -0.7616 1.7984 0.198 0.165 -0.031 1.048
C -3.6134 -1.6225 0.6309 -0.028 -0.034 0.040 -0.380
C -4.8413 -2.0933 1.0834 0.029 0.018 -0.017 -0.077
C -5.6984 -2.7159 0.1900 0.003 0.026 0.000 -0.062
C -5.3272 -2.8654 -1.1399 0.011 -0.005 0.001 -0.065
C -4.1114 -2.3658 -1.5839 -0.026 -0.006 -0.007 -0.055
C -3.2523 -1.7282 -0.7007 0.027 0.072 0.070 -0.101
C -2.5982 -1.9434 3.1232 0.000 0.004 0.075 -0.395
C -2.7128 -1.4306 4.4062 -0.015 -0.018 0.011 -0.078
C -2.6692 -2.2965 5.4924 0.005 0.004 -0.011 -0.062
C -2.5055 -3.6557 5.2814 -0.003 -0.006 -0.031 -0.059
C -2.3876 -4.1606 3.9885 0.012 -0.013 0.026 -0.055
C -2.4345 -3.3071 2.9021 0.032 0.010 0.018 -0.067
H -5.1243 -1.9869 2.1236 0.002 -0.021 -0.003 0.118
H -6.6545 -3.0859 0.5347 0.008 -0.020 0.003 0.112
H -5.9905 -3.3678 -1.8314 -0.008 0.022 -0.005 0.110
H -3.8372 -2.4585 -2.6267 0.010 -0.004 0.000 0.112
H -2.3269 -1.2874 -1.0410 0.009 0.022 0.008 0.077
H -2.8356 -0.3647 4.5546 -0.007 0.001 0.001 0.110
H -2.7626 -1.9074 6.4970 -0.002 -0.001 0.002 0.112
H -2.4717 -4.3316 6.1254 -0.002 0.001 0.001 0.112
H -2.2630 -5.2238 3.8324 -0.006 -0.001 0.004 0.113
H -2.3562 -3.6933 1.8936 -0.006 0.010 -0.003 0.117

=====

Record 5
23
Properties=species:S:1:pos:R:3:forces:R:3:lowdin_charge:R:1 method="wB97M-V/def2-TZVPD" orbital_gap_ev=6.8695 total_energy_ha=-703.7013 spin_multiplicity=1 e_above_lowest_kcal_mol=11.83
Cd -0.6558 -0.0663 -0.4820 1.516 0.532 -1.216 1.292
C 2.9061 1.1948 0.4626 -0.442 -0.329 1.148 -0.108
C 2.3808 -0.2591 0.5798 -0.001 -0.025 -0.365 -0.502
O 1.4090 -0.6269 -0.3230 0.055 -0.364 -0.023 -0.431
H 3.9193 1.2383 0.8691 0.126 0.092 -0.189 0.054
H 2.2942 1.7736 1.1638 0.008 0.409 -0.360 0.042
H 2.8616 1.6395 -0.5264 -0.035 -0.243 -0.172 0.065
H 2.0131 -0.3842 1.6144 0.103 0.110 0.305 0.074
H 3.2492 -0.9342 0.5163 0.057 -0.109 -0.171 0.081
O -0.8205 1.2944 -1.9823 0.297 0.504 -0.784 -0.524
H -1.4499 1.9402 -2.2731 -0.465 0.215 -0.056 -0.118
O -1.0905 -1.8233 -1.7851 -0.470 -1.282 -1.065 -0.110
H -0.8644 -1.7371 -2.7226 0.038 0.237 0.233 0.075
H -1.2747 -2.7604 -1.6475 0.179 0.140 0.085 0.064
O -0.7590 1.4974 1.0043 -0.323 1.610 1.699 -0.117
H -0.7097 2.4200 0.7128 0.097 -0.292 -0.239 0.072
H -1.0667 1.5275 1.9204 0.131 -0.071 -0.162 0.069
O -0.8402 -1.5672 1.0809 -0.222 -1.667 1.601 -0.128
H -1.3381 -1.8040 1.8757 0.027 0.126 -0.202 0.072
H -0.0190 -2.0909 1.1106 0.048 0.523 -0.270 0.070
O -3.0107 -0.1216 -0.2714 -1.128 -0.230 0.352 -0.111
H -3.6259 0.5883 -0.4944 0.272 0.004 -0.087 0.064
H -3.5081 -0.9389 -0.4031 0.134 0.109 -0.062 0.055

=====

Record 6
20
Properties=species:S:1:pos:R:3:forces:R:3:lowdin_charge:R:1 method="wB97M-V/def2-TZVPD" orbital_gap_ev="7.3259 / 7.2934" total_energy_ha=-572.4196 spin_multiplicity=1 smiles="C=C(C)[C@@H](O)COO.O=O" e_above_lowest_kcal_mol=203.70
H 2.7744 0.3703 -1.3346 0.087 0.196 -0.131 0.044
O 3.9932 -1.4104 -1.5471 -2.701 -2.467 1.527 0.007
O 3.1333 -2.1846 -1.0643 2.706 2.377 -1.508 0.038
C -1.9858 -1.0996 -0.3545 -0.310 -0.297 -0.356 -0.063
C -0.9872 -0.4656 0.5561 0.436 0.183 0.287 -0.313
C -0.1855 -1.1907 1.3430 -0.463 0.379 -0.234 0.059
C -0.8742 1.0729 0.4953 -0.036 -0.387 1.016 -0.323
C 0.1421 1.5313 -0.5230 0.173 -0.632 -0.028 -0.167
O 1.2107 0.6274 -0.3362 1.283 0.862 -1.355 -0.136
O 2.1912 1.1423 -1.3272 -0.413 -0.692 0.842 -0.019
O -0.3854 1.5507 1.7526 -0.502 0.358 0.117 -0.040
H -2.5692 -0.3299 -0.8678 -0.063 -0.209 -0.032 0.074
H -1.5013 -1.7289 -1.1142 -0.102 0.219 0.118 0.088
H -2.6740 -1.7498 0.2018 0.087 0.196 -0.141 0.085
H 0.5741 -0.7353 1.9663 -0.112 0.010 -0.046 0.071
H -0.2656 -2.2734 1.3482 -0.018 0.063 0.023 0.071
H -1.8414 1.5361 0.2424 0.080 -0.208 0.137 0.147
H -0.2057 1.4364 -1.5591 -0.170 0.120 0.168 0.135
H 0.4973 2.5466 -0.3205 -0.279 -0.040 0.005 0.137
H -1.0407 1.3542 2.4429 0.316 -0.032 -0.407 0.107